Density functional theory data (ωB97M-V with the def2-TZVPD basis set) for a 2-piece molecular cluster, CH6N2P overall at a distorted geometry.

```
10
Properties=species:S:1:pos:R:3:nbo_charge:R:1
H 1.019 1.398 -2.124 0.435
C -0.074 0.504 -0.515 0.588
N 0.585 0.579 -1.646 -0.815
H -1.190 -1.959 2.393 -0.046
H 0.616 -0.206 -2.328 0.447
H 0.465 2.281 0.400 0.436
P -1.228 -2.181 1.033 0.314
H -0.411 0.962 1.305 0.438
N 0.037 1.312 0.494 -0.786
H 0.180 -2.689 0.988 -0.012
```

Summary:
largest force on an atom = 0.0425 Eh/bohr
ΔE to the lowest compared entry with this formula, charge and spin = 3.512 eV
net charge = +1
HOMO (alpha / beta) = -0.4931 / -0.5470 hartree
gap between HOMO and LUMO (alpha / beta) = 6.394 / 8.959 eV